1.
{"formula": "C10H11F3INO4", "method": "ωB97M-V with the def2-TZVPD basis set", "homo_energy_ev": -7.709, "total_energy_ev": -36479.39833, "gap_ev": 6.081, "e_lumo_ev": -1.6, "symbols": ["O", "C", "O", "C", "C", "C", "N", "C", "I", "C", "H", "H", "H", "H", "H", "C", "C", "O", "C", "O", "C", "F", "F", "F", "H", "H", "H", "H", "H", "H"], "positions_angstrom": [[4.46078, -0.48754, 0.21586], [4.08723, 0.15559, 1.15060], [4.92349, 0.62729, 2.11855], [2.60630, 0.51655, 1.37676], [2.10477, 1.74089, 0.90370], [0.78498, 2.00814, 1.17567], [0.04032, 1.12617, 1.84070], [0.50256, -0.03401, 2.29511], [-0.76172, -1.32000, 3.33693], [1.82189, -0.39777, 2.08347], [4.37505, 0.91485, 2.86301], [2.74439, 2.42391, 0.35099], [0.35547, 2.95450, 0.85157], [-0.93906, 1.34262, 2.04324], [2.22962, -1.33119, 2.46043], [-2.20376, -2.11826, -2.68600], [-1.33599, -2.00346, -1.44092], [-0.73873, -0.73504, -1.25641], [-1.53182, 0.33618, -0.67251], [-2.11589, -0.02812, 0.44239], [-2.52344, 0.98570, -1.68251], [-1.98592, 1.06448, -2.92677], [-2.79695, 2.26104, -1.32309], [-3.69911, 0.35855, -1.81375], [-1.74944, -1.59829, -3.52962], [-2.34621, -3.16947, -2.94914], [-3.19250, -1.69667, -2.52311], [-0.49454, -2.69250, -1.56573], [-1.87286, -2.33769, -0.54795], [-0.74893, 1.13355, -0.59143]], "atomic_forces_ev_per_a": [[-0.09, 0.52, 0.57], [-0.28, -0.11, -0.18], [-0.60, -0.35, -0.36], [0.93, -0.15, -0.09], [0.29, -1.01, 0.39], [0.48, 0.87, -0.83], [-0.66, 0.32, 0.64], [-0.03, -1.37, 0.45], [0.11, 0.43, -0.34], [0.01, 0.88, -0.41], [0.26, 0.19, 0.00], [-0.30, -0.07, 0.13], [-0.32, -0.42, 0.26], [-0.15, -0.32, -0.65], [-0.20, 0.18, -0.12], [-0.31, 0.01, 0.08], [0.18, -0.38, -0.11], [0.10, 0.54, -0.52], [-0.22, -0.82, 0.72], [0.24, 0.79, 0.47], [0.28, -0.31, -0.57], [-0.05, 0.07, 0.07], [0.04, -0.03, 0.22], [0.00, 0.12, 0.21], [0.08, -0.06, 0.02], [0.10, 0.00, 0.01], [0.01, 0.01, -0.05], [0.08, 0.12, 0.08], [-0.11, 0.26, 0.03], [0.12, 0.09, -0.11]]}

2.
{"formula": "C2F3NO3S2V", "method": "ωB97M-V with the def2-TZVPD basis set", "multiplicity": 4, "homo_energy_ev": [-8.168, -8.233], "total_energy_ev": -65214.87035, "gap_ev": [7.158, 7.011], "s_squared": 3.768, "e_lumo_ev": [-1.0, -1.2], "symbols": ["N", "S", "S", "C", "F", "F", "F", "O", "C", "O", "O", "V"], "positions_angstrom": [[0.64509, -0.86859, 1.68009], [2.22367, -0.89593, 0.88944], [-0.61099, -0.56944, 0.81881], [-0.70099, -1.77963, -0.67259], [0.16519, -1.56710, -1.65205], [-0.52809, -3.01135, -0.21041], [-1.93188, -1.68566, -1.17597], [-1.22690, 3.19736, 0.74852], [-0.30223, 2.70267, 0.21741], [0.89467, 2.76995, -0.01657], [-0.29049, 0.72282, -0.19313], [1.66296, 0.98490, -0.43357]], "atomic_forces_ev_per_a": [[-0.85, 0.14, -0.60], [-0.32, 0.58, -0.26], [1.14, 0.25, 0.04], [-0.06, 0.24, 0.54], [0.26, 0.14, -0.31], [0.05, -0.10, 0.08], [-0.28, 0.04, -0.16], [0.98, -1.71, -1.79], [-0.04, 1.66, 2.69], [-0.84, 0.74, -0.65], [-0.67, -0.63, 0.31], [0.65, -1.35, 0.11]]}

3.
{"formula": "C20H42N2O6", "method": "ωB97M-V with the def2-TZVPD basis set", "homo_energy_ev": -3.989, "total_energy_ev": -36679.26524, "gap_ev": 2.800, "relative_energy_ev": 5.161, "e_lumo_ev": -1.2, "symbols": ["C", "C", "C", "N", "C", "C", "C", "C", "C", "C", "H", "H", "H", "H", "H", "H", "H", "H", "H", "H", "H", "H", "H", "H", "H", "H", "H", "H", "H", "H", "C", "C", "C", "N", "C", "C", "C", "C", "C", "C", "H", "H", "H", "H", "H", "H", "H", "H", "H", "H", "H", "H", "H", "H", "H", "H", "H", "H", "H", "H", "O", "C", "O", "O", "H", "O", "C", "O", "O", "H"], "positions_angstrom": [[-2.58450, -4.05269, -1.58677], [-2.96474, -3.41713, -2.94670], [-3.34557, -1.87694, -2.94255], [-3.87874, -1.33551, -4.26131], [-3.82448, 0.16348, -4.14198], [-4.42097, 0.95051, -5.36394], [-5.84796, 0.39700, -5.64756], [-5.99805, -1.12906, -5.61534], [-5.35391, -1.77269, -4.42857], [-3.08608, -1.82407, -5.48162], [-2.63522, -5.13849, -1.66786], [-3.24727, -3.88496, -0.73783], [-1.59631, -3.64916, -1.36598], [-3.83684, -3.97419, -3.28907], [-2.18114, -3.57307, -3.68816], [-2.53710, -1.28374, -2.51523], [-4.22443, -1.80466, -2.30187], [-4.18944, 0.42758, -3.14943], [-2.78199, 0.37750, -3.90638], [-4.43043, 2.03507, -5.25566], [-3.82238, 0.83863, -6.26798], [-6.45089, 0.78361, -4.82591], [-6.22964, 0.95419, -6.50311], [-7.05252, -1.40068, -5.66456], [-5.47143, -1.46059, -6.51024], [-5.81417, -1.43610, -3.49961], [-5.47326, -2.85397, -4.49706], [-3.16749, -2.90293, -5.61399], [-2.12521, -1.49185, -5.08861], [-3.27908, -1.22115, -6.36894], [4.10661, 4.02751, 3.65743], [2.59414, 3.72222, 3.92641], [2.44081, 2.15833, 3.87731], [0.95523, 1.69152, 4.32876], [1.01397, 0.10757, 4.21678], [1.87387, -0.45959, 5.41856], [1.46714, 0.07966, 6.79159], [1.46077, 1.56646, 6.82010], [0.51050, 2.11483, 5.76639], [-0.09481, 2.14094, 3.35518], [4.49667, 3.74346, 2.68005], [4.76581, 3.55958, 4.38859], [4.27662, 5.10323, 3.70232], [2.01784, 4.28510, 3.19215], [2.26358, 4.18301, 4.85727], [3.19786, 1.69687, 4.51137], [2.60103, 1.91322, 2.82738], [1.44058, -0.05088, 3.22633], [-0.03844, -0.13128, 4.37003], [2.91740, -0.22536, 5.20817], [1.89947, -1.54920, 5.43232], [2.12120, -0.22471, 7.60870], [0.52131, -0.34778, 7.12445], [2.50568, 1.84994, 6.69399], [1.06509, 1.86796, 7.78997], [0.47885, 3.20375, 5.72974], [-0.51160, 1.75864, 5.89504], [-0.19881, 3.22592, 3.34500], [-1.06490, 1.73276, 3.63877], [0.11964, 1.93769, 2.30599], [9.56465, -0.11661, -0.04530], [10.32586, -1.20795, -0.18367], [9.88683, -2.13071, -0.90039], [11.46319, -1.22577, 0.31502], [8.80731, -0.35043, -0.58694], [5.06709, -0.65146, -3.03618], [3.73827, -0.92067, -3.18564], [3.51365, -2.05046, -3.61833], [2.93062, 0.08979, -3.15596], [5.35054, -1.56094, -3.15493]], "atomic_forces_ev_per_a": [[0.19, 0.77, -0.48], [-1.03, 0.62, -0.23], [-0.48, -2.22, 0.58], [-1.38, -0.92, -1.00], [0.90, 1.03, -0.31], [-0.25, -1.65, 0.20], [0.06, 1.36, 1.49], [0.79, 1.14, -1.39], [0.24, 0.63, 0.91], [0.91, 1.34, 1.72], [0.67, 0.06, -0.31], [-0.24, 0.69, -0.21], [0.11, -0.62, 0.47], [-0.16, 0.11, -0.33], [0.18, -0.15, 0.29], [0.03, 0.22, -0.56], [0.23, 0.28, 0.32], [-1.16, -0.08, -0.25], [0.40, 0.11, -0.91], [-0.12, -0.14, 0.70], [0.36, -0.37, 0.15], [-0.26, 0.08, 0.22], [-0.13, -0.75, -0.39], [0.14, -0.15, -0.07], [-0.41, -0.60, -0.20], [-0.22, -0.04, 0.00], [0.60, 0.01, 0.13], [-0.07, 0.32, 0.05], [0.74, -0.72, -0.89], [-0.37, -0.34, 0.24], [-0.33, 0.38, 0.30], [1.13, -0.53, -0.22], [-1.78, 2.52, 0.44], [1.26, -1.24, -0.64], [0.28, 1.43, 2.29], [0.17, 0.15, -0.78], [-0.15, -1.10, 0.17], [-0.79, 0.21, -0.17], [1.28, 0.34, -1.35], [0.07, 0.90, -0.09], [-0.48, -0.32, -0.13], [-0.13, -0.01, 0.15], [-0.06, 0.01, 0.18], [-0.18, -0.58, -0.42], [0.35, -0.36, 0.39], [-0.46, -0.09, -0.03], [-0.37, -0.66, 0.14], [-0.34, -0.48, 0.17], [0.10, -0.58, -0.52], [0.09, 0.19, 0.11], [-0.50, -0.03, -0.29], [0.48, -0.40, -0.41], [-0.42, 0.11, -0.33], [-0.19, 0.76, 0.02], [0.32, 0.41, 0.03], [0.02, -0.04, 0.10], [0.09, -0.23, -0.05], [0.18, 0.08, 0.54], [0.20, -0.20, 0.01], [0.38, -0.70, 0.24], [-1.18, 1.71, 0.52], [2.94, -2.67, -0.90], [-1.51, -0.19, -0.42], [0.11, 1.06, 1.04], [-0.36, 0.09, -0.15], [0.32, 0.24, 1.00], [-2.20, 3.39, -2.27], [-0.84, -1.74, 0.44], [1.21, -1.66, 0.98], [1.03, -0.18, -0.05]]}